Record 1
A structure of composition C23H32CoN3OS2Si2, computed with wB97M-V/def2-TZVPD.

The molecular weight comes out at 545.77 Da. The highest occupied orbital energy (alpha / beta) is -7.45 / -7.45 eV. Its total energy is -105942.129 eV. Its charge is 0. Its spin multiplicity is 1.

```
64
Properties=species:S:1:pos:R:3:lowdin_charge:R:1
Co 0.539 -0.364 -0.667 0.226
C -0.676 1.206 2.323 -0.198
Si 0.365 -0.257 1.654 0.629
C 1.756 -0.433 2.956 -0.228
C -0.715 -1.818 1.949 -0.304
C -1.156 -2.102 3.244 -0.111
C -1.954 -3.204 3.511 -0.095
C -2.307 -4.061 2.478 -0.094
C -1.856 -3.802 1.192 -0.113
C -1.069 -2.682 0.911 -0.305
Si -0.580 -2.380 -0.925 0.610
C -2.262 -2.417 -1.843 -0.200
C 0.328 -3.940 -1.527 -0.200
H -0.857 1.066 3.390 0.026
H -1.644 1.271 1.821 0.009
H -0.159 2.161 2.191 0.019
H 1.302 -0.410 3.948 0.021
H 2.491 0.374 2.908 0.018
H 2.280 -1.384 2.849 0.028
H -0.872 -1.453 4.068 0.090
H -2.296 -3.400 4.520 0.098
H -2.931 -4.925 2.673 0.098
H -2.127 -4.484 0.392 0.095
H -2.472 -3.435 -2.173 0.028
H -2.269 -1.772 -2.725 0.018
H -3.069 -2.104 -1.180 0.014
H -0.289 -4.818 -1.327 0.023
H 1.286 -4.078 -1.024 0.025
H 0.515 -3.896 -2.602 0.024
S 0.739 -0.283 -3.572 0.576
C 2.234 -0.316 -2.821 -1.169
N 2.368 -0.352 -1.510 -0.098
C 3.685 -0.440 -1.090 -0.301
C 4.135 -0.496 0.226 -0.014
C 5.496 -0.552 0.469 -0.085
C 6.414 -0.554 -0.579 -0.098
C 5.981 -0.501 -1.894 -0.096
C 4.617 -0.446 -2.138 -0.472
S 3.777 -0.364 -3.669 1.019
H 3.411 -0.487 1.030 0.064
H 5.848 -0.593 1.492 0.103
H 7.473 -0.595 -0.364 0.100
H 6.686 -0.506 -2.715 0.106
C -3.504 0.867 -0.508 -0.016
N -2.799 2.132 -0.606 -0.072
C -3.602 3.331 -0.438 -0.154
C -2.944 4.505 -1.137 -0.147
C -1.512 4.606 -0.649 -0.152
N -0.825 3.346 -0.872 -0.068
C 0.618 3.407 -1.020 -0.009
C -1.459 2.149 -0.831 -0.450
O -0.826 1.092 -1.000 -0.100
H -4.300 0.818 -1.254 0.099
H -3.948 0.755 0.485 0.101
H -2.807 0.058 -0.684 0.058
H -3.736 3.549 0.628 0.131
H -4.589 3.137 -0.861 0.124
H -3.488 5.426 -0.929 0.120
H -2.947 4.336 -2.215 0.127
H -1.487 4.865 0.417 0.132
H -0.975 5.383 -1.194 0.124
H 0.879 4.038 -1.871 0.097
H 1.006 2.408 -1.194 0.073
H 1.078 3.821 -0.118 0.097
```

Record 2
A structure of composition C6H9ClINOS, computed with wB97M-V/def2-TZVPD.

The molecular weight comes out at 305.57 Da. The highest occupied orbital energy (alpha / beta) is -8.42 / -9.08 eV. Its total energy is -41359.783 eV. Its charge is 0. Its spin multiplicity is 1.

```
20
Properties=species:S:1:pos:R:3:lowdin_charge:R:1
C 0.233 1.662 0.917 -0.408
C -3.118 -1.094 1.917 -0.310
C 1.586 0.853 -1.682 -0.231
C 2.136 0.553 -0.225 -0.249
C 0.521 -0.080 -2.247 -0.639
C 1.130 0.673 0.794 -0.737
N -0.368 2.665 0.980 0.180
O -0.850 -2.419 1.627 -0.767
S -1.822 -1.665 0.783 0.794
Cl 0.423 -0.092 -4.035 0.533
I 1.057 -0.593 2.419 1.156
H -4.122 -1.432 1.904 0.035
H -3.069 -0.023 1.971 0.033
H -2.601 -1.420 2.793 0.018
H 2.432 0.768 -2.307 0.078
H 1.035 1.901 -1.632 0.152
H 3.001 1.181 -0.066 0.125
H 2.422 -0.456 -0.109 0.072
H -0.589 0.146 -1.885 0.100
H 0.565 -1.128 -1.916 0.066
```

Record 3
A cluster of 2 separate species, C5H7NO in total, computed with wB97M-V/def2-TZVPD.

The molecular weight comes out at 97.12 Da. The highest occupied orbital energy is -9.61 eV. Its total energy is -8832.772 eV. Its charge is 0. Its spin multiplicity is 1. The SMILES is [H]/N=C\CC#C.C=O.

```
14
Properties=species:S:1:pos:R:3:lowdin_charge:R:1
O -3.391 -0.612 0.495 -0.031
C -2.719 0.103 1.196 -0.218
N -0.630 0.675 -0.212 0.108
C -0.200 -0.504 -0.365 -0.229
C 1.230 -0.922 -0.649 -0.181
C 2.161 0.203 -0.561 -0.157
C 2.855 1.182 -0.461 0.119
H -2.853 1.197 1.251 0.077
H 0.127 1.357 -0.311 0.055
H -0.924 -1.323 -0.276 0.108
H -1.926 -0.303 1.856 0.074
H 1.512 -1.711 0.060 0.121
H 1.269 -1.379 -1.646 0.123
H 3.490 2.037 -0.376 0.032
```

Record 4
An isolated molecule of C2H5N5O, computed with wB97M-V/def2-TZVPD.

The molecular weight comes out at 115.10 Da. The highest occupied orbital energy is -8.84 eV. Its total energy is -11648.390 eV. Its charge is 0. Its spin multiplicity is 1. The SMILES is NNC1=NN=CNO1.

```
13
Properties=species:S:1:pos:R:3:lowdin_charge:R:1
C -0.436 0.041 0.287 -0.369
C 1.338 1.246 -1.056 -0.229
H -1.108 -2.578 0.199 0.080
H -0.383 -2.435 1.687 0.104
H -1.821 -0.271 1.838 0.118
H 1.947 1.747 -1.865 0.131
H 2.207 -0.646 -1.185 0.132
N -1.291 -2.175 1.154 -0.010
N -1.419 -0.709 1.026 -0.016
N -0.362 1.367 0.394 0.059
N 0.393 1.919 -0.618 -0.005
N 1.553 -0.105 -0.607 0.044
O 0.203 -0.703 -0.688 -0.038
```

Record 5
A cluster of 2 separate species, C6H16N in total, computed with wB97M-V/def2-TZVPD.

The molecular weight comes out at 102.20 Da. The highest occupied orbital energy is -13.89 eV. Its total energy is -7962.688 eV. Its charge is +1. Its spin multiplicity is 1.

```
23
Properties=species:S:1:pos:R:3:lowdin_charge:R:1
C -1.490 -0.551 1.234 -0.013
C -0.143 -0.363 0.605 -0.091
C -0.078 0.529 -0.482 -0.049
C 0.145 -0.940 -1.105 -0.120
C 1.575 -1.591 -1.002 -0.208
C 2.723 -0.688 -0.551 -0.088
N -2.342 2.704 0.935 0.024
H -2.072 -1.356 0.814 0.102
H -1.362 -0.729 2.304 0.105
H -2.045 0.381 1.127 0.057
H 0.724 -0.470 1.220 0.140
H -0.979 1.042 -0.790 0.124
H 0.827 1.092 -0.675 0.129
H 0.133 -0.745 -2.187 0.180
H -0.649 -1.685 -1.104 0.146
H 1.490 -2.377 -0.251 0.112
H 1.875 -2.117 -1.905 0.120
H 2.621 -0.306 0.459 0.070
H 2.748 0.184 -1.214 0.085
H 3.685 -1.167 -0.587 0.085
H -2.062 2.876 1.895 0.033
H -1.980 3.460 0.368 0.028
H -3.344 2.817 0.895 0.029
```

Result set for energy above the lowest of the compared OMol25 structures with the same formula, charge and spin: 29.5, 4.5, 79.1, 95.8, 63.3 kcal/mol, one per record in the order listed.